one | {"formula": "C11H20N2O5", "method": "ωB97M-V with the def2-TZVPD basis set", "species": ["C", "C", "C", "C", "C", "C", "C", "C", "C", "C", "C", "H", "H", "H", "H", "H", "H", "H", "H", "H", "H", "H", "H", "H", "H", "H", "H", "H", "H", "H", "H", "N", "N", "O", "O", "O", "O", "O"], "positions_angstrom": [[-2.182, -0.308, -0.431], [-0.961, 0.430, 0.153], [-3.448, 0.358, 0.006], [-4.707, -0.349, -0.407], [-5.980, 0.373, -0.181], [1.494, 0.563, -0.022], [1.764, 2.061, -0.373], [2.606, -0.325, -0.560], [3.968, -0.112, 0.121], [5.046, -0.914, -0.598], [3.970, -0.510, 1.590], [-1.231, -2.195, -0.163], [-2.775, -2.282, -0.521], [-2.111, -0.273, -1.527], [-3.428, 1.439, -0.316], [-3.393, 0.357, 1.086], [-4.624, -0.609, -1.460], [-4.800, -1.324, 0.091], [-5.426, 0.760, 1.725], [0.130, -0.442, -1.313], [1.347, 0.607, 1.093], [2.300, -1.379, -0.414], [2.699, -0.157, -1.645], [4.257, 0.938, 0.021], [5.092, -0.769, -1.686], [6.006, -0.836, -0.068], [4.807, -2.020, -0.538], [3.198, 0.116, 2.085], [3.753, -1.621, 1.722], [4.949, -0.193, 1.993], [0.230, 2.365, 0.664], [-2.152, -1.722, 0.068], [0.199, 0.102, -0.498], [-1.005, 1.156, 1.125], [-6.928, 0.480, -0.910], [-6.130, 0.903, 1.090], [2.586, 2.411, -1.181], [0.880, 2.919, 0.179]], "mulliken_charge": [0.294, 0.287, -0.776, -0.486, 0.429, -0.237, 0.613, -1.274, 0.642, -1.569, -1.284, 0.296, 0.280, 0.255, 0.238, 0.432, 0.321, 0.386, 0.355, 0.363, 0.394, 0.493, 0.467, 0.290, 0.379, 0.385, 0.324, 0.341, 0.254, 0.425, 0.385, -0.720, -0.073, -0.771, -0.547, -0.489, -0.559, -0.542], "smiles": "CC(C)C[C@H](NC(=O)[C@@H](N)CCC(=O)O)C(=O)O", "e_lumo_ha": 0.004}

---

two | {"formula": "C11H20N2O5", "method": "ωB97M-V with the def2-TZVPD basis set", "species": ["C", "C", "C", "C", "C", "C", "C", "C", "C", "C", "C", "H", "H", "H", "H", "H", "H", "H", "H", "H", "H", "H", "H", "H", "H", "H", "H", "H", "H", "H", "H", "N", "N", "O", "O", "O", "O", "O"], "positions_angstrom": [[-0.982, -1.318, -0.530], [-0.275, -0.166, -0.076], [-1.619, -2.388, 0.514], [-0.546, -2.897, 1.562], [-2.883, -1.748, 1.090], [-3.709, -2.429, 2.174], [1.604, 1.304, -0.796], [2.320, 1.588, 0.488], [0.820, 2.646, -1.168], [1.918, 3.797, -1.053], [2.933, 3.356, -2.069], [-0.983, -2.900, -1.910], [0.709, -2.386, -0.896], [-1.958, -0.796, -0.873], [-1.947, -3.157, -0.264], [-0.392, -2.060, 2.311], [-0.973, -3.939, 2.039], [0.371, -3.091, 0.921], [-2.681, -0.696, 1.424], [-3.634, -1.584, 0.269], [-3.197, -2.487, 3.206], [-4.034, -3.352, 1.845], [-4.816, -2.167, 2.378], [0.764, -0.557, -1.754], [2.459, 0.993, -1.539], [0.066, 2.620, -0.331], [0.446, 2.316, -2.179], [2.147, 3.901, -0.003], [1.558, 4.824, -1.370], [4.088, 2.598, -0.602], [0.649, 1.238, 1.304], [-0.257, -2.058, -1.596], [0.698, 0.189, -0.984], [-0.588, 0.364, 1.017], [3.437, 2.107, 0.576], [2.837, 3.659, -3.213], [4.145, 2.998, -1.479], [1.505, 1.678, 1.565]], "mulliken_charge": [0.044, 0.195, 0.699, -1.262, -0.578, -1.391, -0.616, 0.400, -0.541, -0.582, 0.389, 0.420, 0.399, 0.163, 0.298, 0.268, 0.338, 0.300, 0.187, 0.319, 0.255, 0.429, 0.363, 0.465, 0.444, 0.444, 0.365, 0.432, 0.368, 0.524, 0.396, -0.724, -0.091, -0.824, -0.648, -0.553, -0.578, -0.514], "smiles": "CC[C@H](C)[C@H](N)C(=O)N[C@@H](CCC(=O)O)C(=O)O", "e_lumo_ha": 0.000}

---

Most stable structure - one; separation to the second - 0.1498 hartree.

---

one | {"formula": "C32H35F3N3O3PdSSi", "method": "ωB97M-V with the def2-TZVPD basis set", "species": ["Pd", "C", "N", "C", "C", "C", "C", "C", "N", "C", "C", "C", "C", "C", "C", "H", "H", "H", "H", "H", "H", "H", "H", "H", "H", "H", "C", "Si", "C", "N", "C", "C", "C", "C", "C", "C", "C", "C", "C", "C", "C", "C", "C", "C", "C", "C", "C", "H", "H", "H", "H", "H", "H", "H", "H", "H", "H", "H", "H", "H", "H", "H", "H", "H", "H", "H", "H", "H", "H", "H", "H", "F", "C", "F", "F", "S", "O", "O", "O"], "positions_angstrom": [[-1.220, 0.136, 0.639], [0.573, -0.859, 3.167], [-0.196, 0.216, 2.544], [-0.656, 1.173, 3.274], [-1.448, 2.206, 2.691], [-2.035, 3.344, 3.254], [-2.686, 3.999, 2.205], [-2.464, 3.223, 1.059], [-1.709, 2.158, 1.341], [1.563, -0.437, 4.231], [2.402, 0.665, 4.071], [3.340, 0.991, 5.037], [3.456, 0.224, 6.189], [2.621, -0.868, 6.365], [1.682, -1.191, 5.394], [1.109, -1.371, 2.363], [-0.111, -1.600, 3.584], [-0.434, 1.223, 4.341], [-1.995, 3.637, 4.292], [-3.248, 4.918, 2.256], [-2.815, 3.410, 0.054], [2.307, 1.283, 3.187], [3.981, 1.852, 4.892], [4.186, 0.483, 6.945], [2.693, -1.468, 7.264], [1.022, -2.038, 5.540], [-2.239, 0.297, -1.080], [-0.995, 0.112, -2.431], [0.521, 1.122, -1.912], [0.954, 0.757, -0.553], [1.810, -0.453, -0.528], [3.154, -0.203, 0.149], [3.828, 1.029, -0.452], [2.923, 2.274, -0.325], [1.532, 1.884, 0.172], [-1.486, 0.808, -4.130], [-1.812, -0.013, -5.211], [-2.195, 0.517, -6.436], [-2.263, 1.891, -6.609], [-1.950, 2.729, -5.548], [-1.572, 2.189, -4.327], [-0.513, -1.683, -2.717], [-1.149, -2.734, -2.062], [-0.766, -4.053, -2.275], [0.260, -4.343, -3.158], [0.907, -3.310, -3.829], [0.520, -1.999, -3.607], [-3.037, -0.453, -1.094], [-2.707, 1.286, -1.097], [0.181, 2.163, -1.885], [1.344, 1.088, -2.645], [1.999, -0.767, -1.559], [1.280, -1.280, -0.045], [3.777, -1.091, 0.020], [3.023, -0.076, 1.228], [4.032, 0.826, -1.508], [4.797, 1.202, 0.021], [2.840, 2.780, -1.290], [3.353, 3.003, 0.367], [0.829, 2.716, 0.108], [1.558, 1.614, 1.228], [-1.761, -1.090, -5.098], [-2.441, -0.147, -7.257], [-2.563, 2.308, -7.563], [-2.004, 3.804, -5.669], [-1.345, 2.868, -3.512], [-1.935, -2.527, -1.349], [-1.267, -4.847, -1.735], [0.563, -5.370, -3.323], [1.712, -3.530, -4.520], [1.035, -1.202, -4.137], [-2.475, -4.986, 1.580], [-3.243, -3.899, 1.392], [-3.567, -3.857, 0.087], [-4.377, -4.076, 2.087], [-2.375, -2.355, 1.913], [-1.172, -2.373, 1.086], [-2.155, -2.554, 3.324], [-3.288, -1.309, 1.538]], "mulliken_charge": [-0.056, -1.393, 1.346, -0.378, -0.161, -1.007, -0.805, -0.604, 0.667, 0.204, 0.320, -0.921, -0.446, -0.654, -0.624, 0.292, 0.539, 0.356, 0.469, 0.414, 0.433, 0.484, 0.402, 0.365, 0.387, 0.441, -0.688, -0.319, -0.863, 1.282, -0.380, -0.698, -0.775, -0.767, -0.316, 0.467, -0.146, -0.699, -0.393, -0.689, -0.385, 0.421, -0.127, -0.530, -0.516, -0.781, 0.004, 0.523, 0.482, 0.708, 0.178, 0.276, -0.196, 0.553, 0.061, 0.285, 0.432, 0.264, 0.483, 0.525, -0.779, 0.327, 0.381, 0.353, 0.386, 0.230, 0.057, 0.418, 0.356, 0.385, 0.450, -0.240, 0.515, -0.239, -0.231, 0.824, -0.604, -0.688, -0.648], "e_lumo_ha": 0.095, "total_charge": -1}

---

two | {"formula": "C32H35F3N3O3PdSSi", "method": "ωB97M-V with the def2-TZVPD basis set", "species": ["Pd", "C", "N", "C", "C", "C", "C", "C", "N", "C", "C", "C", "C", "C", "C", "H", "H", "H", "H", "H", "H", "H", "H", "H", "H", "H", "C", "Si", "C", "N", "C", "C", "C", "C", "C", "C", "C", "C", "C", "C", "C", "C", "C", "C", "C", "C", "C", "H", "H", "H", "H", "H", "H", "H", "H", "H", "H", "H", "H", "H", "H", "H", "H", "H", "H", "H", "H", "H", "H", "H", "H", "F", "C", "F", "F", "S", "O", "O", "O"], "positions_angstrom": [[0.136, 0.198, -0.028], [3.187, 0.157, 0.565], [2.064, -0.474, -0.099], [2.247, -1.640, -0.630], [1.194, -2.396, -1.174], [1.189, -3.715, -1.659], [-0.146, -4.053, -1.818], [-0.885, -2.929, -1.395], [-0.093, -1.928, -1.020], [4.114, 0.922, -0.357], [5.288, 1.463, 0.161], [6.159, 2.179, -0.646], [5.866, 2.364, -1.992], [4.700, 1.827, -2.515], [3.829, 1.109, -1.704], [3.767, -0.599, 1.105], [2.790, 0.830, 1.326], [3.253, -2.064, -0.613], [2.054, -4.333, -1.850], [-0.547, -4.991, -2.172], [-1.962, -2.838, -1.355], [5.520, 1.319, 1.211], [7.067, 2.592, -0.225], [6.543, 2.923, -2.626], [4.461, 1.968, -3.562], [2.915, 0.696, -2.111], [0.796, 2.100, -0.376], [-0.448, 3.258, 0.291], [-1.973, 2.361, -0.398], [-1.911, 0.957, 0.109], [-2.674, 0.044, -0.779], [-4.162, 0.371, -0.872], [-4.768, 0.614, 0.524], [-3.796, 0.140, 1.600], [-2.496, 0.923, 1.507], [-0.372, 5.001, -0.440], [-0.576, 5.166, -1.815], [-0.487, 6.411, -2.420], [-0.181, 7.531, -1.659], [0.038, 7.392, -0.296], [-0.058, 6.142, 0.303], [-0.489, 3.384, 2.159], [-1.326, 4.290, 2.819], [-1.432, 4.292, 4.202], [-0.701, 3.377, 4.953], [0.131, 2.469, 4.317], [0.240, 2.478, 2.932], [1.843, 2.289, -0.137], [0.708, 2.186, -1.470], [-1.838, 2.326, -1.484], [-2.958, 2.799, -0.204], [-2.522, -0.954, -0.379], [-2.199, 0.072, -1.760], [-4.646, -0.481, -1.356], [-4.328, 1.231, -1.525], [-5.731, 0.109, 0.620], [-4.963, 1.682, 0.668], [-3.598, -0.928, 1.512], [-4.206, 0.304, 2.599], [-1.756, 0.541, 2.200], [-2.705, 1.953, 1.793], [-0.804, 4.301, -2.430], [-0.652, 6.507, -3.487], [-0.106, 8.504, -2.127], [0.287, 8.259, 0.304], [0.129, 6.052, 1.366], [-1.924, 4.991, 2.244], [-2.094, 4.994, 4.695], [-0.796, 3.364, 6.032], [0.672, 1.726, 4.890], [0.846, 1.721, 2.446], [1.262, -3.519, 1.748], [0.316, -3.429, 2.691], [-0.596, -4.379, 2.448], [0.898, -3.723, 3.869], [-0.456, -1.746, 2.730], [0.667, -0.857, 2.513], [-1.053, -1.684, 4.045], [-1.390, -1.790, 1.625]], "mulliken_charge": [0.456, -1.921, 0.770, 0.056, -0.322, -0.992, -0.827, -0.458, 0.336, 0.897, -0.638, -0.544, -0.387, -0.797, 0.016, 0.883, 0.126, 0.353, 0.438, 0.407, 0.366, 0.402, 0.371, 0.368, 0.378, 0.313, -1.203, 0.093, -1.092, 1.243, -0.908, -0.798, -0.846, -0.677, -0.535, 0.706, -0.518, -0.707, -0.422, -0.616, -0.307, 0.487, 0.056, -0.800, -0.591, -0.542, -0.442, 0.553, 0.254, 0.608, 0.323, 0.147, 0.511, 0.506, 0.258, 0.468, 0.263, 0.269, 0.531, -0.362, 0.531, 0.260, 0.386, 0.358, 0.389, 0.352, 0.460, 0.399, 0.365, 0.471, 0.160, -0.170, 0.413, -0.252, -0.255, 0.945, -0.558, -0.689, -0.528], "e_lumo_ha": 0.091, "total_charge": -1}

---

Most stable structure - two; separation to the second - 0.0129 hartree.